Entry 1:
C2H3N3OS | ωB97M-V/def2-TZVPD

```
10
Properties=species:S:1:pos:R:3:forces:R:3
H 1.9527 1.5845 0.3748 -1.35 -1.36 1.09
O -1.5883 -0.4377 -1.2884 0.39 -2.55 2.80
N 0.0218 -0.9320 0.6868 0.57 2.58 -0.99
H 0.2208 1.8420 -1.2025 -1.09 -1.45 1.34
N 1.0693 1.0257 0.5326 -0.34 -2.28 0.46
N 0.9822 -0.2197 1.2103 1.93 2.53 -0.35
H -2.0905 -1.2829 -0.9698 1.34 2.04 -0.72
C -0.5541 -0.1717 -0.3728 -1.30 0.28 -0.75
S -0.1064 -2.4487 1.4205 -1.20 -0.73 -0.61
C 0.0925 1.0405 -0.3914 1.06 0.94 -2.26
```
Positions in Å, forces in eV/Å.

Calculated values
gap between HOMO and LUMO (spin up / spin down)	8.045 / 8.044	eV
energy above the lowest of the compared OMol25 structures with the same formula, charge and spin	282.0	kJ/mol
LUMO (spin up / spin down)	0.113 / 0.112	eV
M	117.133	g/mol
electronic energy	-715.5888	Eh

Entry 2:
C34H41N4OP2PbSeSi | ωB97M-V/def2-TZVPD

```
85
Properties=species:S:1:pos:R:3:forces:R:3
C -5.2532 -1.9372 1.8252 0.33 0.03 -0.17
C 5.7039 -3.2611 1.0209 0.05 0.05 0.03
C 3.9715 2.3084 -0.3230 0.00 0.00 -0.11
H 1.1765 0.8620 -3.8968 -0.03 0.00 -0.14
H -2.7849 -3.4843 2.6886 -0.07 0.00 0.08
C 6.0036 -1.9164 0.8886 0.18 -0.04 0.02
C -2.7945 5.4443 0.3579 -0.71 1.03 0.25
C -4.6460 0.8719 -0.2781 -0.37 0.03 -0.05
C -3.2718 2.6587 0.0770 -0.94 0.23 0.03
C -4.4703 -3.0490 -0.6645 0.19 0.22 0.25
H 2.2157 -2.3561 -2.5289 0.02 -0.23 0.01
N -0.9210 2.3052 -0.1176 -0.12 -0.26 -0.13
H 4.2634 -0.8809 -2.7112 0.14 -0.08 -0.01
H 2.4927 -3.1710 0.0184 -0.13 -0.14 -0.01
H 6.9890 -1.5571 1.1425 0.12 0.04 0.00
C -1.9952 -4.4246 0.9190 0.20 0.23 -0.08
H 5.0786 4.1404 -0.2533 0.03 0.06 -0.08
H -4.7082 -0.1805 -0.5138 -0.13 -0.04 0.00
H 1.2511 -2.6665 1.8652 0.05 0.04 0.04
H 1.2817 -1.5261 -3.7757 0.02 -0.01 -0.15
H -6.7680 1.2050 -0.2654 -0.13 -0.07 -0.07
H 1.0579 2.0211 -0.4569 -0.05 0.09 -0.07
H -0.2093 6.0949 -0.1151 0.06 0.16 0.01
H 3.4185 -0.2917 -4.1456 0.01 -0.03 -0.16
H 4.1990 -4.7584 0.7871 -0.04 -0.13 0.01
H 1.7817 1.9054 -2.6132 -0.02 0.19 0.00
C -4.3713 3.5281 0.2384 0.00 -0.92 -0.11
H -6.5061 3.6485 0.2152 -0.14 0.07 0.06
C 0.6094 4.1190 -0.3636 -0.13 0.13 0.05
C 5.0422 -1.0303 0.4405 -0.03 0.13 -0.04
H 2.4401 3.4239 3.0224 0.00 0.00 0.07
H 0.6349 -1.6428 -2.1374 -0.14 -0.14 -0.01
H 4.0509 4.8902 1.8634 0.05 0.03 0.00
O 0.9698 -0.4462 0.1805 -0.92 -0.20 0.43
Pb -1.1741 -0.2521 0.5574 0.61 0.42 0.27
C -0.3907 5.0332 -0.1291 0.01 -0.27 -0.01
H -5.0109 -2.3076 -1.2492 -0.07 -0.01 -0.08
C 0.3792 -3.3058 1.9810 -0.15 0.24 -0.28
C -1.9230 3.1788 0.0454 0.52 0.95 -0.02
H 1.8451 1.2444 2.0464 -0.14 -0.05 0.13
H -3.6747 -3.4540 -1.2862 -0.02 -0.05 -0.12
C 3.5689 -0.1282 -3.0784 -0.07 0.00 0.17
H 1.6273 4.4184 -0.5456 0.15 0.05 -0.02
H -0.4362 -4.7251 -1.4196 -0.05 0.05 -0.01
C 0.2574 -4.2740 -0.7114 -0.01 0.40 0.07
H 0.6950 -4.3363 2.1422 -0.01 -0.01 0.03
H 5.2996 0.0122 0.3270 0.06 0.13 0.09
H -5.8960 -1.2306 1.3041 -0.06 0.04 0.02
H 0.7897 -5.0643 -0.1811 -0.04 -0.01 0.03
C -4.1225 4.9238 0.4683 -0.16 1.21 0.32
H 0.3580 0.8833 -2.3342 -0.15 0.10 -0.04
H 6.4528 -3.9522 1.3735 0.09 -0.09 0.04
H -5.1524 -3.8455 -0.3693 -0.03 -0.05 -0.05
Si 2.4451 -0.1871 -0.4090 0.79 0.13 -0.73
Se -4.2810 7.3923 0.9339 0.00 -0.13 -0.07
H -2.3685 -4.8442 -0.0162 0.00 -0.04 0.00
C 3.7844 3.9339 1.4346 0.06 0.10 0.04
C -5.6559 2.9933 0.1221 0.24 -0.12 -0.04
C -5.7940 1.6505 -0.1541 0.03 0.08 0.11
N -3.4274 1.3505 -0.1551 0.27 -0.07 -0.12
H 4.0267 0.8499 -2.9613 0.14 0.12 -0.03
C 3.7522 -1.4569 0.1346 -0.45 0.42 -0.19
H -1.5450 -5.2404 1.4883 0.03 -0.04 -0.06
H -0.1870 -2.9635 2.8454 -0.04 0.01 0.13
N -2.6960 6.7443 0.5596 1.11 -0.34 -0.18
C 0.2951 2.7629 -0.3255 0.07 0.20 -0.04
C 1.5486 -1.5181 -2.7188 0.08 0.11 0.27
C 3.0534 1.4746 0.3044 0.08 -0.48 -0.19
H -3.9613 -4.4803 1.8206 0.02 0.08 0.06
H 4.4042 2.0190 -1.2684 0.09 -0.02 -0.12
C -1.6914 4.5677 0.0848 0.52 -0.77 -0.06
H 0.9661 -3.6698 -1.2685 0.06 -0.11 -0.08
N -5.0414 5.8183 0.7783 -0.60 -0.96 -0.15
C -3.1294 -3.7810 1.6953 -0.06 0.30 -0.07
P -0.6698 -3.1988 0.4692 0.26 -1.32 -0.04
C 1.3331 0.9362 -2.8205 0.14 -0.15 0.21
C 3.4780 -2.8136 0.2629 -0.11 0.05 -0.07
P -3.7274 -2.2526 0.8259 -0.86 -0.62 0.36
C 4.3466 3.5176 0.2402 0.10 0.23 0.00
C 4.4369 -3.7092 0.6971 -0.02 -0.21 0.02
C 2.8791 3.1116 2.0846 0.00 -0.03 0.18
H -4.9689 -1.4995 2.7810 -0.03 0.03 0.05
C 2.5441 1.8892 1.5337 0.00 -0.09 0.05
C 2.2316 -0.2044 -2.3430 0.24 0.13 0.32
H -5.8084 -2.8566 2.0078 -0.02 -0.04 -0.04
```
Positions in Å, forces in eV/Å.

Calculated values
total charge	+1
gap between HOMO and LUMO	7.255	eV
energy above the lowest of the compared OMol25 structures with the same formula, charge and spin	119.8	kJ/mol
LUMO	-3.709	eV
M	897.923	g/mol
electronic energy	-5180.8590	Eh

Entry 3:
C5H5N5O | ωB97M-V/def2-TZVPD

```
16
Properties=species:S:1:pos:R:3:forces:R:3
N 2.0754 -2.5306 -0.3132 0.23 0.67 -0.33
O -2.1684 1.0127 -0.4878 0.14 0.05 0.14
C -0.9475 1.8042 -0.2662 -0.33 1.31 0.12
C 1.4789 -2.2821 -1.4296 -0.95 0.86 -0.25
H 1.7635 -2.5951 -2.4217 -0.12 -0.11 0.00
C 1.3505 -1.7711 0.5717 0.04 -1.27 3.13
C -0.5869 -0.9964 -2.0129 -2.61 1.61 0.52
H 1.5256 -1.7546 1.6816 0.20 -0.05 -1.44
N -0.9459 -1.1305 -4.4692 1.02 0.26 0.98
H -0.2247 1.1148 0.1879 -0.21 0.32 -0.14
C -0.5524 -1.0312 -3.3651 -1.33 -0.65 -2.59
N 0.2609 -1.2430 0.1509 -0.25 0.80 -1.09
N 0.3266 -1.4687 -1.2142 2.46 -1.31 1.30
H -1.3544 2.5754 0.4422 0.97 -0.60 -0.60
N -2.3084 0.4913 -1.5985 1.29 -1.17 -0.87
H -0.5871 2.2676 -1.2346 -0.57 -0.72 1.13
```
Positions in Å, forces in eV/Å.

Calculated values
gap between HOMO and LUMO (spin up / spin down)	7.977 / 5.702	eV
energy above the lowest of the compared OMol25 structures with the same formula, charge and spin	866.6	kJ/mol
LUMO (spin up / spin down)	-1.234 / -1.792	eV
M	151.129	g/mol
electronic energy	-542.2481	Eh

Entry 4:
C35H65BBrCl2F3N3O6 | ωB97M-V/def2-TZVPD

```
116
Properties=species:S:1:pos:R:3:forces:R:3
N 1.0084 -0.5521 -0.3349 0.51 2.15 0.13
C -1.2457 -2.1756 -1.3724 1.62 0.38 0.80
C -9.9535 -2.6877 6.3213 0.81 -0.10 -0.10
H -9.1183 -1.7632 1.8293 0.00 0.08 0.13
H -10.0377 0.0723 6.5842 0.04 -0.12 -0.19
H -6.9161 1.6604 4.1305 0.01 -0.34 0.07
H 1.0448 -3.4390 5.7724 -1.87 -0.57 -1.71
H -7.1125 -0.3665 2.3314 0.06 0.09 0.28
H -10.2113 0.4053 4.8532 0.11 -0.01 0.06
H 3.4677 -2.8488 1.1933 -1.74 1.04 0.85
H -5.8178 0.6538 -1.4286 1.98 0.95 -1.08
H 2.8740 -4.9110 2.5509 -0.67 1.05 2.17
C 7.2627 5.2983 -4.0913 0.27 0.04 -0.24
C -5.7095 -0.4274 4.7443 -0.21 -0.74 0.25
H -0.4578 -3.6615 0.2220 1.27 1.70 -1.63
N 7.4983 4.2249 -6.3812 4.71 -0.37 1.79
H 4.6850 3.8784 -4.4450 0.40 0.06 -0.13
H 9.1457 6.5545 -5.7788 -0.13 -0.19 -0.15
H 6.2674 7.0411 -4.9165 0.01 -0.05 0.00
H 3.1242 -4.8657 4.4468 -1.09 1.24 -1.76
O 1.4686 -3.7059 -2.9049 -0.20 -1.71 3.31
H 0.5270 0.0604 -2.4710 1.55 0.05 1.92
H 8.6537 6.5180 -8.7539 -0.29 -0.11 0.30
H 6.5655 1.9901 -4.9939 0.08 0.15 -0.01
O 2.4025 0.9959 -1.6905 0.67 -1.63 -2.82
H 0.3193 -6.0880 5.5594 1.17 -0.22 -2.32
C -7.6827 1.0069 4.5646 -0.26 0.12 0.06
H -0.7236 -4.1340 5.3924 1.86 1.09 -1.07
H 6.6195 5.3272 -3.2029 -0.04 -0.23 -0.20
H 2.0391 -1.0359 -2.2283 -1.57 1.64 1.24
C -7.2534 -0.4870 4.5110 0.89 1.61 -0.52
C -3.0465 -0.2295 -0.5751 -0.82 1.67 -3.41
C 2.9309 -2.7828 3.4077 0.98 -0.01 -0.03
H 0.1638 -6.9086 3.8697 1.55 1.35 1.13
C 0.0172 -3.0047 -0.6541 -1.19 -0.12 0.13
H -7.8336 1.3420 5.5979 -0.01 -0.14 -0.19
H 2.4027 -2.0651 4.1692 0.66 -1.57 -1.57
C 0.8452 -6.1829 4.4926 -0.56 0.10 0.71
H -9.5134 -3.6784 6.1613 0.12 0.32 0.03
H 0.0214 -2.6053 4.3981 0.15 -2.17 1.27
C 7.6476 5.5715 -7.0282 -0.37 1.17 -1.62
C 7.2854 6.6835 -4.7322 -0.05 0.01 -0.01
H 8.4317 4.7737 -8.9374 0.01 0.09 0.21
H 1.9017 -6.6523 4.7042 -2.10 0.83 -0.68
C 2.7129 -2.2256 1.8462 1.69 0.07 1.87
C -9.0066 -1.2682 2.8016 -0.03 0.06 -0.02
Cl -2.3391 0.4334 -3.3164 -1.51 -0.12 2.05
C 5.2474 4.3199 -5.2769 -0.17 0.16 -0.16
H 2.1432 -4.4473 -3.0474 -1.55 1.32 -0.22
H 1.6941 -0.0515 0.3087 -0.74 -0.66 -0.87
C 1.1761 -2.0248 -0.0445 1.18 -4.08 0.77
H -0.2977 0.0779 1.2686 -0.14 -0.10 -2.78
C 6.9258 2.8007 -4.3504 0.71 0.13 -0.30
H 5.9306 5.1477 -8.3340 0.12 0.08 0.17
H 2.2091 -2.3833 -0.5235 -2.10 1.36 0.85
H 4.9066 5.3545 -5.3297 0.09 -0.05 -0.15
H 5.0902 -3.4668 3.0667 -0.70 1.77 1.44
C -7.5235 -1.0468 3.0877 -0.15 -0.30 0.21
C 6.3123 5.9659 -7.7115 -0.26 0.05 0.13
C 8.0838 6.6783 -6.0315 0.10 -0.25 0.28
H -11.0363 -2.8133 6.2027 0.23 0.32 -0.19
H 7.7348 7.3992 -4.0331 -0.09 -0.09 -0.10
H -8.5884 1.2183 3.9951 -0.02 -0.09 0.15
F 4.5100 0.0188 -2.4524 -4.29 2.75 -1.56
H 1.5271 -5.7762 -0.9790 -2.02 -0.05 -0.88
C -1.6221 -0.9775 -0.2640 -1.30 -1.36 0.09
C 3.3621 0.9225 -2.8030 1.84 1.93 -0.08
F 3.9745 2.3000 -2.9060 -2.49 -5.21 0.40
C -3.4832 0.3887 -1.8533 -0.17 -1.25 3.47
B 0.7218 -4.0988 -1.6907 0.64 -1.57 -1.47
Cl -4.3020 -0.1381 0.8367 2.14 -0.25 -2.05
H 7.9577 2.5733 -4.0582 -0.15 0.14 -0.31
H -2.1348 -2.9269 -1.5365 1.76 1.82 0.23
C 8.6704 5.5634 -8.2145 0.20 -0.58 0.55
O 0.6298 -5.5634 -1.4129 2.43 3.14 0.65
H 4.9248 3.7989 -6.1865 0.13 0.13 0.11
H -5.2256 -1.4082 4.6682 -0.30 0.10 0.16
C 4.5594 -2.6904 3.7758 -1.01 -0.43 -0.02
H 4.9462 -1.5911 3.6667 -0.53 -2.22 0.09
H -1.8147 -1.6034 0.7368 0.41 1.54 -2.12
O 1.3087 -2.3172 1.4164 0.93 1.08 -2.57
H 6.3381 2.7707 -3.4235 0.02 0.33 -0.35
H 9.7042 5.4214 -7.8801 -0.30 -0.15 0.06
O -7.2640 -2.4822 5.7496 -1.70 3.37 -0.03
H 6.4471 6.8342 -8.3679 0.22 -0.21 0.16
H -9.5307 -0.3112 2.7145 0.05 -0.01 0.03
H -9.2742 -3.1514 3.7788 0.05 0.14 0.23
C -4.9705 1.1176 -2.0878 1.00 0.16 -0.87
C 0.9387 -4.6622 3.8054 -0.11 -1.38 1.19
N -7.9615 -1.2706 5.5796 1.96 -4.55 -1.14
H -6.9969 -2.0014 2.9550 -0.01 0.09 0.23
H -4.8226 2.2863 -1.9158 -0.39 -2.62 -0.10
H -11.3472 -0.6433 5.6432 0.30 -0.18 0.00
C 2.5323 -4.3679 3.5576 -0.57 0.37 -0.45
H -5.2875 1.0049 -3.2214 0.87 0.06 2.36
H 5.5300 6.2561 -7.0119 0.03 -0.12 0.02
C -0.3629 0.0121 0.0773 -1.65 0.04 2.50
H -10.7346 -2.1855 3.6883 0.15 0.06 0.30
O 8.7931 3.7101 -6.1767 -3.56 0.98 -0.80
C 6.7818 4.1847 -5.0612 -1.47 -0.60 1.02
H -5.2216 0.2068 3.9925 -0.43 0.01 0.06
H 4.7008 -3.0494 4.9052 -0.32 0.86 -2.59
H 8.2725 5.0665 -3.7269 -0.10 -0.14 -0.20
C -10.2849 -0.3718 5.6124 0.01 0.26 -0.14
H 0.3446 -4.7241 2.7941 1.15 0.50 1.98
C 0.2339 -3.6504 4.9224 1.22 0.50 -0.83
C 1.4259 -0.1331 -1.7439 1.53 -1.75 -3.05
H 7.9996 7.6655 -6.5040 -0.03 -0.30 -0.16
H -0.7927 -1.7443 -2.3673 -1.47 -0.82 1.80
Br -0.6103 1.9271 -0.5118 0.55 -1.66 0.47
H -5.4778 -0.0066 5.7292 -0.11 -0.10 -0.12
F 2.7723 0.5939 -4.1202 2.13 0.81 4.91
H 3.0774 -1.1110 1.8377 -0.67 -1.85 -0.08
H -9.7692 -2.3940 7.3619 0.05 -0.01 -0.23
C -9.6557 -2.1264 3.8822 0.38 -0.06 -0.07
C -9.4008 -1.6132 5.3246 -1.95 0.16 0.64
```
Positions in Å, forces in eV/Å.

Calculated values
total charge	+1
gap between HOMO and LUMO (spin up / spin down)	7.234 / 7.802	eV
LUMO (spin up / spin down)	-3.104 / -3.104	eV
M	842.536	g/mol
electronic energy	-5806.4681	Eh
2S+1	3

Entry 5:
C3H5N3OS | ωB97M-V/def2-TZVPD

```
13
Properties=species:S:1:pos:R:3:forces:R:3
N 0.4226 -0.6689 2.2517 -0.98 -0.20 -0.76
N -0.2272 -0.0867 0.0024 -0.53 -0.24 0.03
C 0.4075 0.5270 -1.0869 0.11 0.00 0.01
C 1.6184 0.9076 -0.6363 0.04 0.16 0.03
S -1.7465 -0.8448 -0.0263 0.12 0.29 0.06
H 2.3796 1.4510 -1.1710 -0.01 -0.06 0.02
N 1.7704 0.5593 0.7081 0.12 0.00 -0.21
C 0.6754 -0.0406 1.0426 -0.36 -0.06 0.14
H -0.4363 -0.1053 -2.6872 0.01 0.06 0.06
H 1.0963 -0.4064 2.9146 1.05 0.30 0.94
O -0.2522 0.7369 -2.2510 0.05 -0.01 -0.02
H -2.5335 0.2567 0.0904 0.27 -0.21 -0.01
H -0.5125 -0.5631 2.6302 0.12 -0.01 -0.31
```
Positions in Å, forces in eV/Å.

Calculated values
gap between HOMO and LUMO	8.418	eV
energy above the lowest of the compared OMol25 structures with the same formula, charge and spin	108.3	kJ/mol
LUMO	0.405	eV
M	131.160	g/mol
electronic energy	-754.9978	Eh

Copy entry 3 word for word.
C5H5N5O | ωB97M-V/def2-TZVPD

```
16
Properties=species:S:1:pos:R:3:forces:R:3
N 2.0754 -2.5306 -0.3132 0.23 0.67 -0.33
O -2.1684 1.0127 -0.4878 0.14 0.05 0.14
C -0.9475 1.8042 -0.2662 -0.33 1.31 0.12
C 1.4789 -2.2821 -1.4296 -0.95 0.86 -0.25
H 1.7635 -2.5951 -2.4217 -0.12 -0.11 0.00
C 1.3505 -1.7711 0.5717 0.04 -1.27 3.13
C -0.5869 -0.9964 -2.0129 -2.61 1.61 0.52
H 1.5256 -1.7546 1.6816 0.20 -0.05 -1.44
N -0.9459 -1.1305 -4.4692 1.02 0.26 0.98
H -0.2247 1.1148 0.1879 -0.21 0.32 -0.14
C -0.5524 -1.0312 -3.3651 -1.33 -0.65 -2.59
N 0.2609 -1.2430 0.1509 -0.25 0.80 -1.09
N 0.3266 -1.4687 -1.2142 2.46 -1.31 1.30
H -1.3544 2.5754 0.4422 0.97 -0.60 -0.60
N -2.3084 0.4913 -1.5985 1.29 -1.17 -0.87
H -0.5871 2.2676 -1.2346 -0.57 -0.72 1.13
```
Positions in Å, forces in eV/Å.

Calculated values
gap between HOMO and LUMO (spin up / spin down)	7.977 / 5.702	eV
energy above the lowest of the compared OMol25 structures with the same formula, charge and spin	866.6	kJ/mol
LUMO (spin up / spin down)	-1.234 / -1.792	eV
M	151.129	g/mol
electronic energy	-542.2481	Eh

> Number 1 is which compound?

C2H3N3OS

> Which of these has the highest electronic energy?

C5H5N5O

> Which of these has the highest M?

C34H41N4OP2PbSeSi